ORCA calculation (the ωB97M-V functional and the def2-TZVPD basis) on 2 unconnected molecules or ions with the total composition C4H4ClIO2.

The calculation puts the molecular weight at 246.43 g/mol. As for the frontier orbital gap (spin up / spin down): 0.2902 / 0.2903 Eh. Its total energy is -28927.074 eV. Its charge is 0. As for the spin multiplicity: 1. As for the HOMO energy (spin up / spin down): -8.43 / -8.43 eV. The value obtained for the relative energy (zero: lowest compared OMol25 entry of this formula, charge and spin) is 47.6 kcal/mol. For the max |F|, the calculation gives 3.935 eV/Å. The value obtained for the LUMO energy (spin up / spin down) is -0.53 / -0.53 eV.

Last column: natural (NBO) charge in e.
Geometry (Å):
O (1.968, -1.890, -0.099)  -0.689
O (-1.327, -1.544, 0.074)  -0.463
H (-3.132, 0.540, 0.154)  0.258
I (4.138, 0.037, 0.082)  0.050
C (-1.254, -0.374, 0.064)  0.766
Cl (1.149, 2.008, -0.241)  0.015
C (2.047, -0.547, -0.110)  0.127
C (1.096, 0.320, -0.274)  -0.349
H (-1.814, 1.353, 1.053)  0.286
C (-2.071, 0.811, 0.145)  -0.785
H (-1.850, 1.467, -0.698)  0.288
H (1.050, -2.182, -0.149)  0.497

---

ORCA calculation (the ωB97M-V functional and the def2-TZVPD basis) on a single C4H4ClISi molecule.

The calculation puts the molecular weight at 242.52 g/mol. As for the frontier orbital gap: 0.2938 Eh. Its total energy is -32710.105 eV. Its charge is 0. As for the spin multiplicity: 1. As for the HOMO energy: -8.42 eV. The value obtained for the relative energy (zero: lowest compared OMol25 entry of this formula, charge and spin) is 48.6 kcal/mol. For the max |F|, the calculation gives 4.170 eV/Å. The value obtained for the LUMO energy is -0.42 eV.

Last column: natural (NBO) charge in e.
Geometry (Å):
H (2.657, 0.558, 0.606)  -0.148
C (-0.101, 0.236, 1.246)  -0.503
H (-1.782, -1.033, 1.184)  0.224
C (-0.895, -0.880, -0.791)  -0.401
Si (1.318, 1.068, 0.352)  1.119
C (-0.975, -0.576, 0.625)  -0.166
Cl (-0.283, 0.548, 2.956)  -0.013
H (-1.658, -1.545, -1.192)  0.219
I (0.444, -0.532, -3.551)  0.185
C (0.080, -0.335, -1.511)  -0.367
H (1.195, 2.490, 0.076)  -0.148

---

ORCA calculation (the ωB97M-V functional and the def2-TZVPD basis) on a single C4H4ClISi molecule.

The calculation puts the molecular weight at 242.52 g/mol. As for the frontier orbital gap: 0.3091 Eh. Its total energy is -32711.912 eV. Its charge is 0. As for the spin multiplicity: 1. As for the HOMO energy: -8.47 eV. The value obtained for the relative energy (zero: lowest compared OMol25 entry of this formula, charge and spin) is 6.9 kcal/mol. For the max |F|, the calculation gives 3.419 eV/Å. The value obtained for the LUMO energy is -0.06 eV.

Last column: natural (NBO) charge in e.
Geometry (Å):
C (1.264, 0.054, 0.055)  -0.433
Si (-0.004, 1.461, -0.021)  1.084
I (-3.482, 0.075, 0.044)  0.163
Cl (2.970, 0.286, 0.177)  0.009
C (0.711, -1.168, 0.050)  -0.217
H (-0.045, 2.159, -1.304)  -0.135
C (-1.394, -0.080, 0.012)  -0.489
H (-1.220, -2.212, 0.025)  0.222
C (-0.738, -1.242, 0.022)  -0.292
H (1.280, -2.083, 0.082)  0.225
H (-0.059, 2.279, 1.181)  -0.137

---

ORCA calculation (the ωB97M-V functional and the def2-TZVPD basis) on a gas-phase ion, C4H4ClN2 (charge +1).

The calculation puts the molecular weight at 115.54 g/mol. As for the frontier orbital gap (spin up / spin down): 0.2132 / 0.2472 Eh. As for the expectation value of S²: 2.016. Its total energy is -19699.138 eV. Its charge is +1. As for the spin multiplicity: 3. As for the HOMO energy (spin up / spin down): -10.49 / -15.36 eV. The value obtained for the relative energy (zero: lowest compared OMol25 entry of this formula, charge and spin) is 113.5 kcal/mol. For the max |F|, the calculation gives 4.685 eV/Å. The value obtained for the LUMO energy (spin up / spin down) is -4.69 / -8.63 eV.

Last column: natural (NBO) charge in e.
Geometry (Å):
N (1.877, 0.956, 0.253)  -0.670
C (-0.681, -0.477, -0.654)  0.006
C (-2.095, -0.134, -0.198)  0.164
C (1.239, -0.094, 0.213)  0.421
H (1.558, 1.746, 0.697)  0.436
H (-0.271, -0.470, -1.624)  0.248
H (2.639, 1.116, -0.330)  0.434
Cl (-3.743, -0.483, 0.405)  0.148
N (-1.242, 0.790, -0.018)  -0.227
C (0.357, -1.025, 0.279)  -0.265
H (0.360, -1.926, 0.979)  0.305

---

ORCA calculation (the ωB97M-V functional and the def2-TZVPD basis) on a molecular structure, C4H4ClNO2.

The calculation puts the molecular weight at 133.53 g/mol. As for the frontier orbital gap: 0.3629 Eh. Its total energy is -22316.732 eV. Its charge is 0. As for the spin multiplicity: 1. As for the HOMO energy: -9.78 eV. The value obtained for the relative energy (zero: lowest compared OMol25 entry of this formula, charge and spin) is 77.5 kcal/mol. For the max |F|, the calculation gives 4.965 eV/Å. The value obtained for the LUMO energy is 0.10 eV.

Last column: natural (NBO) charge in e.
Geometry (Å):
H (-2.220, 0.401, -0.985)  0.109
C (0.762, 0.370, 1.198)  -0.262
Cl (0.515, 1.512, 2.515)  -0.014
N (-0.306, -0.423, -0.906)  -0.534
O (1.726, -1.582, -0.741)  -0.554
O (-2.215, -0.805, -2.423)  -0.523
C (-0.176, 0.576, 0.255)  -0.067
C (-1.608, -0.315, -1.507)  0.559
H (0.718, -1.579, -2.605)  0.183
H (1.271, -0.832, 1.548)  0.318
H (-1.015, 1.506, 0.059)  0.259
C (0.781, -1.155, -1.468)  0.525

---

ORCA calculation (the ωB97M-V functional and the def2-TZVPD basis) on a molecular structure, C4H4ClNO2.

The calculation puts the molecular weight at 133.53 g/mol. As for the frontier orbital gap: 0.3559 Eh. Its total energy is -22316.595 eV. Its charge is 0. As for the spin multiplicity: 1. As for the HOMO energy: -9.20 eV. The value obtained for the relative energy (zero: lowest compared OMol25 entry of this formula, charge and spin) is 80.6 kcal/mol. For the max |F|, the calculation gives 3.754 eV/Å. The value obtained for the LUMO energy is 0.48 eV.

Last column: natural (NBO) charge in e.
Geometry (Å):
H (0.246, 1.684, -0.494)  0.249
C (-2.218, -0.309, 0.275)  0.426
C (-0.258, -0.601, -0.192)  0.365
H (2.331, 0.803, -0.532)  0.173
N (-1.465, -1.316, 0.032)  -0.423
O (0.977, -1.162, -0.353)  -0.483
C (-0.460, 0.754, -0.350)  -0.067
H (3.088, -0.520, 0.323)  0.230
C (1.968, -0.191, 0.193)  -0.314
Cl (-3.849, -0.450, -0.107)  0.047
H (1.479, 0.366, 1.208)  0.209
O (-1.839, 0.942, -0.003)  -0.412